A cluster of 2 separate species, CHBrClFN5O2 in total at a distorted geometry, computed with ωB97M-V/def2-TZVPD.

The geometry in XYZ format:
```
12
Properties=species:S:1:pos:R:3:forces:R:3:nbo_charge:R:1
C -3.315274 0.000584 0.074734 -1.125 2.103 0.613 0.2821
N -2.272372 -0.716719 -0.048118 0.189 -2.424 -0.531 -0.1477
N -2.882145 1.321275 0.323965 1.181 -2.565 -0.474 0.2269
N -1.562281 1.227477 0.315299 -1.055 3.584 0.816 0.0643
N -4.599797 -0.565714 -0.048064 -2.817 -1.003 -0.354 0.5078
N -1.215680 0.045925 0.085882 0.427 -1.648 0.018 0.0151
O -5.595779 0.424389 0.088114 1.742 -1.143 -0.235 -0.3730
O -4.871610 -1.714224 -0.255506 1.065 3.096 0.519 -0.0653
F -3.443447 2.470174 0.611034 -0.498 -0.160 -0.083 -0.0635
Cl 0.979934 1.175734 -1.069562 1.079 1.322 -0.110 -0.2740
Br -7.297513 -0.094526 -0.350002 0.138 -0.172 0.090 0.5392
H 1.473279 2.380032 -0.857270 -0.327 -0.990 -0.270 0.2881
```
Positions in Å, forces in eV/Å.

Results
* lowest unoccupied orbital energy: -8.251 eV
* max |F|: 3.82 eV/Å
* net charge: +1
* E_HOMO: -14.0 eV